C22H37N8O5S4Y | ωB97M-V/def2-TZVPD

Values from the calculation:
E_HOMO in eV: -1.95
Net charge: -2
2S+1: 1
Kohn-Sham gap in eV: 5.679
Energy relative to the best compared isomer or geometry (same formula, charge and spin) in kJ/mol: 80.3

Geometry (Å):
Y  0.02024  -0.88056  0.60513
C  5.17757  -6.56369  -3.89800
C  4.37096  -5.53291  -3.15247
C  3.39753  -4.77888  -3.80390
C  2.67393  -3.81190  -3.12567
C  2.91347  -3.59700  -1.77613
C  3.87437  -4.33858  -1.10853
C  4.59772  -5.30023  -1.80036
S  1.98525  -2.34087  -0.92235
O  0.59548  -2.82698  -0.90038
O  2.56100  -2.26406  0.41912
N  1.97798  -1.02242  -1.69591
C  3.00296  -0.03533  -1.42163
C  2.58506  1.01863  -0.38094
O  3.16133  2.11107  -0.40909
O  1.65092  0.70651  0.43156
H  4.70173  -6.82743  -4.84284
H  5.29260  -7.47490  -3.30893
H  6.17955  -6.18991  -4.12292
H  3.20576  -4.95253  -4.85718
H  1.92464  -3.21505  -3.63069
H  4.03369  -4.15669  -0.05416
H  5.34720  -5.88428  -1.27687
H  3.22815  0.51010  -2.33911
H  3.94854  -0.46005  -1.06043
S  0.28047  -2.98419  2.56561
C  -1.22970  -3.02948  3.42354
C  -1.25182  -3.86463  4.59572
N  -1.24426  -4.52649  5.53960
C  -2.37343  -2.37901  3.06495
S  -2.54407  -1.35775  1.66126
C  -3.55711  -2.54426  3.86062
N  -4.52540  -2.64706  4.47877
N  0.22974  0.31856  2.80565
H  1.21566  0.55391  2.86918
H  0.02878  -0.40043  3.49527
H  -0.30154  1.14631  3.06074
N  0.63674  3.71399  -1.40378
N  -0.05665  3.14145  -0.27798
H  1.57702  3.32525  -1.43458
H  0.74234  4.70186  -1.20872
H  0.63383  2.79404  0.38761
H  -0.51905  2.28801  -0.59834
C  -3.06665  1.04528  -1.95125
C  -1.81521  0.16218  -1.99518
C  -0.86418  0.66811  -3.08488
C  -2.22510  -1.28214  -2.29498
O  -1.16517  0.22080  -0.75706
H  -3.59689  1.02955  -2.90831
H  -2.78586  2.07898  -1.73153
H  -3.74262  0.69032  -1.16991
H  -1.33313  0.62141  -4.07380
H  0.03814  0.05344  -3.08286
H  -0.57387  1.70296  -2.88507
H  -2.76375  -1.35388  -3.24544
H  -2.86765  -1.65675  -1.49458
H  -1.33737  -1.91590  -2.34430
C  -0.98252  6.34853  3.02503
C  -0.31970  5.04537  2.60216
N  -1.28636  4.02174  2.25025
C  -1.81474  3.17466  3.15661
S  -1.49876  3.27668  4.81864
N  -2.63071  2.21642  2.68357
C  -3.12661  2.08993  1.31946
C  -4.19560  3.12503  0.99112
H  -0.22728  7.09844  3.27213
H  -1.60252  6.17756  3.90505
H  -1.61077  6.74020  2.22245
H  0.32082  4.67701  3.40488
H  0.29755  5.19636  1.71485
H  -1.21982  3.71423  1.27899
H  -2.92897  1.53443  3.36190
H  -3.52167  1.07980  1.23595
H  -2.30296  2.13238  0.60659
H  -5.05460  3.00933  1.65437
H  -4.53273  2.99492  -0.03890
H  -3.81187  4.14052  1.10161

Löwdin atomic charge list, values in e, 5 entries: Y 1.213; C -0.066; C -0.289; C -0.051; C -0.052

C5H13NS | ωB97M-V/def2-TZVPD

Values from the calculation:
E_HOMO in eV: -8.17
2S+1: 1
Kohn-Sham gap in eV: 9.179
Energy relative to the best compared isomer or geometry (same formula, charge and spin) in kJ/mol: 130.0
SMILES: CCN[C@H](C)CS

Geometry (Å):
C  0.45660  1.99318  -0.44504
N  -0.10024  0.65740  -0.36615
C  0.49131  -0.27248  0.59652
C  -0.20839  -1.64612  0.72837
S  -2.06168  -1.48700  0.67415
C  1.99008  -0.58379  0.24316
C  1.22453  2.42013  -1.69265
H  0.98816  2.21322  0.47125
H  -0.35932  2.73539  -0.52299
H  -0.64204  0.46866  -1.19059
H  0.28468  0.23983  1.54042
H  -0.03681  -2.01199  1.74431
H  0.29050  -2.33609  0.04929
H  -1.86033  -0.95757  -0.51565
H  2.03837  -1.38587  -0.48418
H  2.62263  -0.72739  1.12466
H  2.39897  0.30918  -0.23896
H  0.61568  2.86362  -2.46755
H  1.75352  1.58552  -2.21331
H  2.05434  3.04610  -1.34664

Löwdin atomic charge list, values in e, 5 entries: C -0.297; N -0.096; C -0.444; C -0.507; S 0.703

C23H50BBrIO7 | ωB97M-V/def2-TZVPD

Values from the calculation:
E_HOMO in eV: -4.32
Net charge: -1
2S+1: 1
Kohn-Sham gap in eV: 6.393

Geometry (Å):
C  6.29281  0.98822  3.71979
C  5.61807  0.07578  4.09119
C  4.63801  -1.02671  4.28863
C  3.20618  -0.45482  4.36938
Br  3.40532  1.05234  5.77958
O  2.25394  -1.22596  4.92356
B  1.01803  -0.93503  4.13053
C  -0.30512  -0.32324  4.87393
C  -0.33961  1.19526  5.04502
C  -0.03996  2.09607  4.12515
O  1.41636  -0.37881  2.83142
C  2.60731  0.28434  3.05634
I  3.66251  0.02856  1.17346
H  6.65131  1.93200  3.39590
H  4.94249  -1.55027  5.19716
H  4.74714  -1.69720  3.42976
H  0.62654  -2.07272  3.82976
H  -0.45396  -0.79055  5.85503
H  -1.16493  -0.58802  4.23960
H  -0.68364  1.57492  6.01368
H  -0.08678  1.88593  3.05890
H  0.22878  3.11969  4.38394
H  2.57384  1.32812  3.38153
C  1.70226  0.04390  -3.27519
C  3.12187  0.52889  -3.52941
C  3.70932  -0.11084  -4.77876
O  3.93916  0.22009  -2.40642
H  1.68684  -1.03881  -3.11999
H  1.29805  0.50176  -2.37171
H  1.04493  0.28484  -4.11405
H  3.12408  1.61526  -3.63570
H  3.75848  -1.19730  -4.67299
H  4.73029  0.23816  -4.94445
H  3.11098  0.12630  -5.66218
H  3.94452  -0.73729  -2.29855
C  1.41768  -3.50865  -6.70337
C  2.83694  -3.02671  -6.96247
C  3.42203  -3.66831  -8.21185
O  3.65783  -3.33718  -5.83777
H  1.40060  -4.59053  -6.54531
H  1.01700  -3.04713  -5.79965
H  0.75862  -3.26807  -7.54002
H  2.84084  -1.94127  -7.07095
H  3.46814  -4.75539  -8.10163
H  4.44254  -3.31992  -8.37790
H  2.82476  -3.43308  -9.09493
H  3.66163  -4.29614  -5.72905
C  4.63131  -6.90895  -1.97531
C  4.14338  -5.84818  -2.94961
C  3.62916  -4.61982  -2.21727
O  3.10451  -6.39129  -3.77091
H  3.81611  -7.24081  -1.32658
H  4.99024  -7.78770  -2.51401
H  5.43996  -6.52876  -1.34952
H  4.95775  -5.56252  -3.61829
H  2.78180  -4.87306  -1.57437
H  3.27433  -3.87313  -2.93044
H  4.40954  -4.17213  -1.60005
H  2.37766  -6.64735  -3.19379
C  -5.17705  3.50853  2.19865
C  -3.92830  3.39463  3.06119
C  -3.72663  4.64335  3.90646
O  -2.78646  3.18889  2.23657
H  -5.09544  4.35300  1.50688
H  -5.30503  2.61106  1.59178
H  -6.06957  3.64614  2.80750
H  -4.00937  2.52190  3.71053
H  -3.59646  5.52388  3.26936
H  -2.82489  4.55002  4.51311
H  -4.57820  4.81601  4.56870
H  -2.69582  3.95055  1.65502
C  -10.63173  4.71309  1.75562
C  -9.37887  4.60250  2.61196
C  -9.17939  5.84833  3.46228
O  -8.24076  4.40426  1.77664
H  -10.55588  5.56085  1.06865
H  -10.75798  3.81741  1.14606
H  -11.52306  4.84419  2.37209
H  -9.45271  3.72609  3.25754
H  -9.05727  6.73200  2.82937
H  -8.27446  5.75883  4.06470
H  -10.02773  6.01316  4.12917
H  -8.15972  5.17024  1.19872

Löwdin atomic charge list, values in e, 5 entries: C 0.056; C -0.259; C -0.227; C -0.714; Br 0.644

C16H20F3N2O3 | ωB97M-V/def2-TZVPD

Values from the calculation:
E_HOMO in eV: -11.85
Net charge: +1
2S+1: 1
Kohn-Sham gap in eV: 8.567

Geometry (Å):
C  -4.49887  -0.23876  1.51572
C  -4.47457  -0.41210  0.01954
C  -5.50905  -1.06955  -0.64370
C  -5.45307  -1.21639  -2.02161
C  -4.37831  -0.71561  -2.74261
C  -3.34428  -0.04702  -2.10361
C  -2.18792  0.50062  -2.93706
C  -0.89370  0.39523  -2.22038
C  -0.24209  1.27287  -1.42843
N  0.91482  0.69180  -0.94092
C  0.98018  -0.53109  -1.44326
N  -0.07257  -0.73721  -2.22335
C  -0.28357  -1.99250  -2.94354
F  -1.29891  -2.62841  -2.43755
F  -0.51010  -1.72060  -4.20986
F  0.80753  -2.72087  -2.83537
C  -3.40675  0.09610  -0.72129
H  -4.84123  -1.15159  1.98856
H  -5.13847  0.58764  1.80521
H  -3.48546  -0.06043  1.85880
H  -6.32959  -1.44727  -0.05557
H  -6.25749  -1.72700  -2.52712
H  -4.35461  -0.85766  -3.81311
H  -2.12824  -0.11669  -3.82444
H  -2.36063  1.53230  -3.21801
H  -0.59777  2.26187  -1.21139
H  1.57822  1.12285  -0.31039
H  1.78466  -1.20429  -1.22228
H  -2.64114  0.61544  -0.16433
C  5.56210  2.38179  4.15341
C  6.17473  1.57629  3.02916
O  5.54144  0.28695  2.89152
C  4.38131  0.27365  2.27089
O  3.81786  1.20901  1.75168
O  3.93147  -0.99059  2.23036
C  2.65764  -1.07955  1.62706
H  5.58050  1.81266  5.08320
H  6.11975  3.30608  4.29737
H  4.52515  2.63697  3.93769
H  7.21702  1.35502  3.24495
H  6.13407  2.10775  2.07929
H  2.65255  -0.59190  0.65340
H  1.89814  -0.63112  2.26861
H  2.42927  -2.13467  1.49275

Löwdin atomic charge list, values in e, 5 entries: C -0.039; C -0.258; C -0.029; C -0.053; C -0.044

C20H18AuN5Se4 | ωB97M-V/def2-TZVPD

Values from the calculation:
E_HOMO (alpha / beta) in eV: -7.26 / -7.27
2S+1: 3
Kohn-Sham gap (alpha / beta) in eV: 7.348 / 5.631

Geometry (Å):
Au  8.69214  8.38788  10.09384
C  13.91133  9.28542  5.39200
C  13.09425  9.08450  6.65184
C  13.65746  9.05730  7.91954
C  12.88217  8.71015  9.03193
C  11.56018  8.23679  8.87740
N  10.76054  7.75578  9.92646
C  11.34403  6.88876  10.82767
C  12.04704  5.72014  10.37853
C  12.76933  4.93437  11.25527
C  12.67704  5.11601  12.63479
C  13.60998  4.38481  13.59914
C  11.79230  6.05854  13.09320
C  11.16402  6.95306  12.23240
N  10.41105  8.04764  12.80817
C  10.64477  8.61446  14.01485
C  9.63334  9.43728  14.31803
C  8.81097  9.41696  13.20325
N  9.26639  8.58461  12.30176
C  11.06604  8.14468  7.58140
C  11.78764  8.62062  6.53175
N  9.84965  7.45221  7.34716
C  9.78558  6.34310  6.61085
C  8.52173  5.84020  6.72963
C  7.85785  6.71471  7.59757
N  8.64059  7.73156  7.95861
H  14.15659  8.40184  4.79654
H  14.85535  9.74938  5.62313
H  13.43495  10.00024  4.69785
H  14.65223  9.43983  8.09585
H  13.36541  8.67802  10.01223
H  12.08531  5.58692  9.30026
H  13.54238  4.24789  10.84943
H  13.59007  4.85320  14.57493
H  14.69901  4.40487  13.28175
H  13.33792  3.33528  13.72006
H  11.68353  6.27583  14.15444
H  11.54477  8.32990  14.54443
H  9.56910  9.98504  15.25060
H  7.88661  9.93671  13.10418
H  11.31676  8.66589  5.59401
H  10.64330  6.06931  6.01160
H  8.14049  4.98497  6.19600
H  6.82433  6.68657  7.91559
Se  6.09377  5.11142  11.15284
Se  4.50059  6.53444  10.84863
Se  4.97451  8.17460  9.24439
Se  6.54978  9.59525  10.26348

Löwdin atomic charge list, values in e, 5 entries: Au 0.733; C -0.058; C -0.264; C -0.040; C 0.001